Entry 1:
Molecular formula: C20H18N2O6S2
Method: DFT, wB97M-V/def2-TZVPD

```
48
Properties=species:S:1:pos:R:3:forces:R:3
S -3.289823 4.097945 0.992594 1.38 2.60 1.66
S -2.731809 3.317089 -1.911769 -4.32 2.22 -2.77
O 0.897518 -1.779514 2.520480 -0.90 4.17 -3.73
O -4.044300 3.733631 -2.429702 0.43 -1.08 2.79
O 2.341482 -0.462811 1.429648 -5.11 6.25 -2.99
O -1.932580 3.277600 -3.081372 3.45 0.05 0.73
O -1.604149 -1.401743 1.862263 3.14 -2.97 4.25
O 4.561578 -2.080729 0.059740 4.33 0.61 -3.68
N -2.803004 1.818468 -1.244175 -12.02 3.44 -4.38
N 2.790000 -3.080028 0.906407 3.80 6.29 6.57
C -1.002465 -3.208716 -0.950610 1.45 -3.70 4.52
C 3.457822 -0.957656 1.726675 3.23 -4.39 7.06
C -1.990683 1.130898 -0.709424 12.29 -6.16 10.32
C 0.188561 -0.044687 0.620393 -3.37 -9.44 10.64
C -1.248520 -0.402793 1.176891 4.50 0.53 -4.17
C -1.034935 5.432308 0.785449 1.82 5.62 5.48
C 0.071754 -3.912597 -0.133845 1.09 4.82 -5.99
C -2.404657 4.171950 -0.398386 4.87 1.56 -4.01
C 1.102224 -0.800321 1.602318 -0.54 -2.16 1.10
C 0.371396 1.010876 -0.071775 11.52 -0.17 2.41
C 3.705064 -2.023854 0.841065 -2.30 -4.43 0.73
C 1.365640 -3.456919 -0.642375 -2.55 -1.04 -2.71
C -0.873073 -2.190293 -1.816127 -5.49 1.80 -0.40
C 2.727099 -3.873483 -0.106577 -13.66 -7.51 4.20
C 1.351993 -2.528670 -1.743974 5.03 1.81 1.59
C 0.321500 -1.686306 -2.107329 3.32 1.09 -2.73
C -0.467997 1.650115 -0.653695 -12.72 5.03 -8.00
C -2.209299 0.114425 0.478899 -4.99 5.88 -7.06
C -2.125853 5.393838 1.761268 1.56 -5.15 -12.34
C -1.115376 4.956272 -0.489493 -2.70 -2.77 -0.30
H 2.492305 -2.142537 -2.052017 -3.05 -1.18 0.67
H -1.907413 -1.706182 -2.155757 2.47 -0.94 0.55
H -0.644081 -1.706683 2.319763 -1.96 -0.09 -0.52
H -0.348912 2.388909 -1.435225 0.72 0.23 0.41
H 0.571682 -0.772816 -2.776992 -0.82 -1.76 1.20
H 2.204969 -3.010998 1.717042 -0.85 -0.66 -0.21
H 4.299709 -0.400436 1.913368 1.57 2.62 -0.79
H 2.370662 -5.069773 0.362190 1.74 2.83 -1.43
H 1.438603 1.394826 -0.082534 -1.03 -0.51 -0.28
H -0.055009 6.264784 1.190086 -3.05 -2.85 -1.44
H -2.129017 5.611987 2.668806 -0.24 1.88 7.82
H -3.894018 1.652569 -1.095030 2.72 -0.02 -0.34
H -0.309752 4.988688 -1.354938 -2.25 -0.13 2.00
H -0.071397 -4.749500 0.469384 -0.39 -0.93 1.18
H -3.281061 -0.114413 0.509689 0.45 -0.45 0.67
H -1.965173 -3.506869 -0.617655 -1.00 -0.18 -0.20
H 3.420966 -1.391563 2.808063 -0.19 -0.06 -1.21
H 3.431829 -3.944286 -0.661706 8.63 -0.59 -6.87
```
Positions in Å, forces in eV/Å.

Values from the calculation:
Total energy (eV): -57951.2935
Net charge: 0

---

Entry 2:
Molecular formula: C5H6F3N2
Method: DFT, wB97M-V/def2-TZVPD

```
16
Properties=species:S:1:pos:R:3:forces:R:3
F 0.498055 1.834636 -1.006341 -0.06 -0.25 0.97
F -1.436574 0.527803 1.578489 0.05 -0.44 0.12
F 2.081255 0.838079 1.515735 -0.13 0.31 -0.04
N -0.573894 -0.707297 -0.929170 -0.15 4.40 1.44
N -1.595009 -0.869393 -1.525175 -0.25 -1.84 -0.70
C 0.225472 1.113042 0.059624 -0.56 -1.40 -1.53
C 1.411819 -1.039348 0.307712 -0.53 0.70 -0.13
C 1.293561 0.247193 0.620798 0.26 -0.82 -0.16
C 0.443774 -1.641857 -0.659020 1.15 -1.96 -0.14
C -0.924844 1.579144 0.882648 -0.55 0.50 0.17
H -1.725016 2.013899 0.266885 0.33 0.01 -0.06
H -0.600293 2.334522 1.620623 0.20 -0.02 -0.40
H 0.958126 -1.904115 -1.599895 -0.23 0.08 0.14
H -2.245115 -0.082971 -1.617259 0.40 0.52 0.34
H 2.168676 -1.663758 0.756179 0.11 0.03 0.06
H 0.020007 -2.579579 -0.271835 -0.03 0.18 -0.08
```
Positions in Å, forces in eV/Å.

Values from the calculation:
ΔE to the lowest compared entry with this formula, charge and spin (kcal/mol): 70.8
Total energy (eV): -16403.7151
Net charge: +1

---

Entry 3:
Molecular formula: C2H3BrOS
Method: DFT, wB97M-V/def2-TZVPD

```
8
Properties=species:S:1:pos:R:3:forces:R:3
Br -1.569166 -1.375287 0.020793 -0.80 -0.66 -0.03
S -1.196923 1.758799 -0.062565 3.19 -3.16 -0.31
O -2.635568 1.607249 0.060072 -0.90 -0.33 0.01
C -0.335699 -0.053023 -0.176959 -0.65 2.42 1.24
C 1.120294 -0.439159 0.086111 0.32 2.12 -2.47
H 1.465077 -0.839797 1.042900 -0.54 0.68 0.21
H 1.518658 -1.149693 -0.652048 -0.75 -0.26 -0.02
H 1.633326 0.490914 -0.318303 0.14 -0.80 1.38
```
Positions in Å, forces in eV/Å.

Values from the calculation:
ΔE to the lowest compared entry with this formula, charge and spin (kcal/mol): 63.3
Total energy (eV): -85044.7084
Net charge: 0

---

Entry 4:
Molecular formula: C5H8NP
Method: DFT, wB97M-V/def2-TZVPD

```
15
Properties=species:S:1:pos:R:3:forces:R:3
P -1.583708 0.208247 0.004291 0.59 -0.61 -1.48
N -3.063748 -0.140321 0.239518 0.32 1.60 0.99
C 0.577286 1.775990 -0.074862 0.79 -0.24 -1.56
C -0.912750 1.711745 -0.056462 1.48 0.12 1.41
C -0.311421 -1.101271 -0.504181 -0.26 2.32 3.03
C 0.858593 -0.653724 0.419102 -0.06 -0.86 -1.27
C 1.389071 0.691495 -0.003201 0.28 0.13 1.25
H -0.658465 -1.997835 -0.106498 -1.01 -1.65 0.75
H 1.045833 2.733769 -0.421739 -0.60 -0.80 0.66
H -0.069705 -1.305259 -1.482639 0.43 0.35 -2.48
H 2.489712 0.709262 -0.048491 -0.67 0.62 -0.25
H 1.602498 -1.462379 0.516015 0.10 0.49 -0.55
H -1.410944 2.561964 0.407686 -0.25 -0.15 -0.53
H -3.306456 -0.904485 -0.308769 -0.91 -1.97 -0.88
H 0.421531 -0.677967 1.401085 -0.23 0.66 0.91
```
Positions in Å, forces in eV/Å.

Values from the calculation:
ΔE to the lowest compared entry with this formula, charge and spin (kcal/mol): 44.8
Total energy (eV): -16090.9398
Net charge: 0

---

net charge of number 1 (C20H18N2O6S2)? 0

---

Look up the net charge of the third one. 0

---

Repeat the second record exactly.
Molecular formula: C5H6F3N2
Method: DFT, wB97M-V/def2-TZVPD

```
16
Properties=species:S:1:pos:R:3:forces:R:3
F 0.498055 1.834636 -1.006341 -0.06 -0.25 0.97
F -1.436574 0.527803 1.578489 0.05 -0.44 0.12
F 2.081255 0.838079 1.515735 -0.13 0.31 -0.04
N -0.573894 -0.707297 -0.929170 -0.15 4.40 1.44
N -1.595009 -0.869393 -1.525175 -0.25 -1.84 -0.70
C 0.225472 1.113042 0.059624 -0.56 -1.40 -1.53
C 1.411819 -1.039348 0.307712 -0.53 0.70 -0.13
C 1.293561 0.247193 0.620798 0.26 -0.82 -0.16
C 0.443774 -1.641857 -0.659020 1.15 -1.96 -0.14
C -0.924844 1.579144 0.882648 -0.55 0.50 0.17
H -1.725016 2.013899 0.266885 0.33 0.01 -0.06
H -0.600293 2.334522 1.620623 0.20 -0.02 -0.40
H 0.958126 -1.904115 -1.599895 -0.23 0.08 0.14
H -2.245115 -0.082971 -1.617259 0.40 0.52 0.34
H 2.168676 -1.663758 0.756179 0.11 0.03 0.06
H 0.020007 -2.579579 -0.271835 -0.03 0.18 -0.08
```
Positions in Å, forces in eV/Å.

Values from the calculation:
ΔE to the lowest compared entry with this formula, charge and spin (kcal/mol): 70.8
Total energy (eV): -16403.7151
Net charge: +1